No. 1
Density functional theory data (the ωB97M-V functional and the def2-TZVPD basis) for a 2-piece molecular cluster, C3H9N2P overall.

Last column: Mulliken charge in e.
Positions of all 15 atoms, in Å:
1 C 2.30 -3.19 -0.36  -0.28
2 C -0.95 -0.48 -1.30  -0.49
3 C -2.76 -0.78 0.20  -0.84
4 N 1.35 -2.35 -0.41  -0.34
5 N -1.50 -0.09 -0.12  0.19
6 P -1.02 1.18 0.86  -0.25
7 H 2.94 -3.06 -1.17  0.26
8 H 2.54 -3.93 0.48  0.21
9 H -1.20 -1.39 -1.83  0.28
10 H 0.02 -0.07 -1.50  0.27
11 H -3.69 -0.07 -0.18  0.28
12 H -2.81 -1.74 -0.38  0.29
13 H -3.08 -0.93 1.25  0.32
14 H 0.57 -2.43 0.24  0.16
15 H 0.12 1.32 0.19  -0.06

Values from the calculation:
**HOMO level (spin up / spin down)**: -6.81 / -6.83 eV
**Orbital gap (spin up / spin down)**: 0.2585 / 0.2732 Ha
**Lowest unoccupied orbital energy (spin up / spin down)**: 0.0084 / 0.0221 Eh



No. 2
Density functional theory data (the ωB97M-V functional and the def2-TZVPD basis) for a 2-piece molecular cluster, C3H9N2P overall.

Last column: Mulliken charge in e.
Positions of all 15 atoms, in Å:
1 C 0.02 0.35 1.60  -1.01
2 P 0.14 -0.58 0.05  0.18
3 C 2.00 -0.60 0.15  -1.25
4 N -0.04 0.77 -1.03  -0.54
5 H -0.68 1.11 1.37  0.36
6 H -0.33 -0.24 2.47  0.34
7 H 0.94 0.75 2.04  0.32
8 H 2.41 -1.11 -0.78  0.32
9 H 2.43 0.33 0.49  0.40
10 H 2.03 -1.19 1.00  0.41
11 H -0.61 0.52 -1.90  0.23
12 H 0.87 1.21 -1.14  0.23
13 C -3.08 -0.51 -1.49  0.14
14 N -3.64 0.33 -1.99  -0.34
15 H -2.44 -1.14 -0.86  0.21

Values from the calculation:
**HOMO level**: -9.30 eV
**Orbital gap**: 0.3788 Ha
**SMILES**: CP(C)N.C#N
**Lowest unoccupied orbital energy**: 0.0372 Eh



No. 3
Density functional theory data (the ωB97M-V functional and the def2-TZVPD basis) for a 2-piece molecular cluster, C3H9N2S overall.

Last column: Mulliken charge in e.
Positions of all 15 atoms, in Å:
1 C 1.46 0.27 3.62  -0.46
2 C -0.22 0.40 -2.18  0.20
3 C 0.07 -0.43 -1.09  -1.04
4 N 1.14 0.83 1.10  -0.51
5 N -1.33 1.02 -2.36  -0.32
6 S 0.82 -0.21 2.22  0.29
7 H 1.54 -0.36 4.57  0.31
8 H 2.29 0.95 3.43  0.26
9 H 0.46 0.58 -2.90  0.46
10 H -0.70 -0.89 -0.42  0.34
11 H 0.65 0.25 -0.19  0.29
12 H 0.92 -1.01 -1.19  0.41
13 H 1.55 1.77 1.26  0.24
14 H -2.19 0.92 -1.76  0.26
15 H -1.47 1.69 -3.12  0.26

Values from the calculation:
**HOMO level**: -13.00 eV
**Orbital gap**: 0.3276 Ha
**Lowest unoccupied orbital energy**: -0.1503 Eh
**Charge**: +1



No. 4
Density functional theory data (the ωB97M-V functional and the def2-TZVPD basis) for a 2-piece molecular cluster, C3H9N2S overall.

Last column: Mulliken charge in e.
Positions of all 15 atoms, in Å:
1 C -0.02 0.51 -1.41  -0.43
2 C 0.82 -0.74 -0.96  -0.55
3 C -0.40 0.30 0.88  -0.11
4 N -0.44 1.19 -0.13  -0.12
5 N 0.71 -0.65 0.49  -0.26
6 S -0.31 0.71 2.54  -0.26
7 H 0.56 1.24 -1.92  0.36
8 H -0.92 0.18 -2.02  0.31
9 H 0.42 -1.74 -1.19  0.30
10 H 1.87 -0.78 -1.27  0.39
11 H -1.53 -1.33 0.47  0.08
12 H -1.15 1.95 -0.17  0.28
13 H 0.39 -1.60 0.83  0.40
14 H 1.56 -0.39 0.94  0.39
15 H -1.55 1.14 2.92  0.22

Values from the calculation:
**HOMO level (spin up / spin down)**: -12.78 / -12.78 eV
**Orbital gap (spin up / spin down)**: 0.2998 / 0.3001 Ha
**Lowest unoccupied orbital energy (spin up / spin down)**: -0.1697 / -0.1697 Eh
**Charge**: +1



Relative energy (zero: lowest compared OMol25 entry of this formula, charge and spin)? In order: 3.546; 0.762; 3.605; 4.544 eV.
Max |F|? In order: 3.93; 2.93; 3.51; 3.35 eV/A.